(1)
DFT (ωB97M-V/def2-TZVPD) results for a single C16H17N3O2 molecule at a distorted geometry.

## Properties
HOMO energy	-8.595	eV
gap between HOMO and LUMO	0.3217	hartree
ΔE to the lowest compared entry with this formula, charge and spin	50.08	kcal per mole
electronic energy	-934.6278	a.u.
SMILES	CN(C)[C@H](CNC(=O)c1cccc(C#N)c1)c1ccco1

XYZ file:
```
38
Properties=species:S:1:pos:R:3:forces:R:3:mulliken_charge:R:1
O 1.96592 -1.67494 1.66783 -0.12 0.16 0.55 -0.29
O -0.97471 -1.39063 0.94229 0.04 -0.21 -0.02 -0.60
N 2.66038 1.14151 2.76177 -0.04 0.10 -0.12 -0.06
N -0.54731 0.83417 0.90094 0.03 0.28 0.03 -0.01
N -4.33832 3.07163 -3.26419 -0.21 0.31 -0.10 -0.49
C -2.80425 -0.03901 -3.51343 -0.05 0.15 0.11 -0.63
C 2.60411 0.24214 3.89849 0.05 0.00 0.04 -0.90
C 1.78589 0.78871 1.65179 -0.25 -0.22 0.25 0.23
C -2.97336 1.00712 -2.60560 0.48 -0.71 0.16 0.21
C -1.65698 -0.17343 -0.97717 -0.14 -0.14 -0.23 0.37
C -1.02777 -0.32116 0.37232 -0.11 0.19 -0.01 0.47
C 2.40410 -2.20575 -0.44347 -0.09 -0.41 0.39 -0.46
C 2.33073 -0.79599 -0.33813 -0.09 0.26 0.61 -0.74
C 4.02729 1.33554 2.32073 -0.03 0.01 0.03 -0.97
C 0.29869 0.82594 2.06977 0.20 0.01 0.12 -1.50
C 2.06022 -0.52472 0.97292 0.29 0.71 -0.98 0.62
C -3.73149 2.14461 -2.97083 -0.28 0.41 -0.13 0.00
C -2.39648 0.94352 -1.33751 0.04 -0.12 -0.09 -0.22
C 2.17111 -2.68194 0.80832 0.16 -0.39 -0.85 -0.67
C -2.07186 -1.15140 -3.14212 0.03 -0.02 0.03 -0.64
C -1.50851 -1.22357 -1.87990 -0.01 0.09 0.10 -0.68
H 0.04067 -0.07156 2.63403 0.01 0.16 0.05 0.44
H 4.04706 2.07136 1.51777 0.07 0.03 -0.05 0.30
H -2.55861 1.75395 -0.64111 -0.01 0.05 0.04 0.58
H 4.49960 0.41026 1.95907 0.02 -0.01 -0.01 0.33
H 2.12797 -3.67798 1.20135 -0.03 -0.10 0.15 0.51
H 0.11037 1.71791 2.67074 0.03 -0.07 0.02 0.35
H 2.60012 -2.77705 -1.32762 0.04 -0.20 -0.13 0.49
H 2.46095 -0.08286 -1.12750 0.02 0.22 -0.10 0.53
H 2.98529 -0.76249 3.67553 0.00 0.01 0.05 0.27
H -0.49186 1.64869 0.30927 -0.04 -0.14 -0.05 0.32
H -1.94489 -1.96699 -3.83769 0.01 -0.06 -0.05 0.41
H 1.58008 0.15916 4.25155 -0.05 -0.08 0.11 0.28
H 1.93437 1.57115 0.89382 -0.04 -0.20 0.03 0.43
H -3.25364 0.02769 -4.49314 -0.03 0.01 -0.04 0.48
H 3.20808 0.67175 4.69736 -0.03 -0.02 0.07 0.41
H 4.61121 1.71891 3.15604 0.08 0.02 -0.01 0.37
H -0.94481 -2.09045 -1.56996 0.04 -0.08 0.05 0.47
```
Positions in Å, forces in eV/Å.

---

(2)
DFT (ωB97M-V/def2-TZVPD) results for a single C16H17N3O2S molecule at a distorted geometry.

## Properties
HOMO energy	-8.321	eV
gap between HOMO and LUMO	0.2983	hartree
ΔE to the lowest compared entry with this formula, charge and spin	315.20	kcal per mole
electronic energy	-1332.3986	a.u.
SMILES	CCOc1cccc(C(=O)NC(=S)NCc2cccnc2)c1

XYZ file:
```
39
Properties=species:S:1:pos:R:3:forces:R:3:mulliken_charge:R:1
S -1.80218 -2.18061 1.12351 0.74 0.55 -2.14 -0.39
O 4.55398 0.21949 2.08593 2.41 0.28 11.34 -0.47
O 0.68167 0.16224 -2.20003 -1.01 -1.24 -1.19 -0.58
N -4.48736 2.51312 -1.45997 3.18 -6.39 -3.50 -0.59
N -1.74278 -0.83477 -1.31360 -4.56 -5.39 6.76 0.19
N 0.21514 -0.91276 -0.01293 -3.53 3.82 -9.75 -0.19
C 2.46949 -0.06045 -0.72042 -3.32 -2.11 4.54 0.25
C -5.03150 1.54169 0.56201 2.53 -14.51 8.96 -0.72
C -3.94859 0.15715 -0.82779 5.04 -3.60 -9.25 0.85
C 4.74490 0.03663 -1.29181 2.02 1.06 0.53 -0.40
C 5.07031 0.34571 0.06101 3.92 -1.82 -6.57 -0.62
C 3.68548 0.25741 3.31571 6.68 -0.09 -1.67 -0.97
C 4.11906 0.13567 0.97534 0.66 0.89 -4.59 1.00
C 3.42229 -0.22932 -1.53816 2.67 1.94 -10.05 -0.55
C -3.87070 1.10671 -1.86725 -3.81 7.08 2.79 -0.51
C -1.10893 -1.38523 -0.29794 1.25 0.57 5.13 0.10
C 1.10323 -0.40794 -1.24564 -0.96 2.42 5.49 0.24
C -4.98370 2.40130 -0.24631 0.44 10.83 -10.12 -0.13
C 3.11692 1.52492 3.52525 0.75 5.12 0.32 -0.70
C -3.14190 -1.20446 -1.38442 -2.85 4.03 -3.80 -1.35
C 2.89782 0.01083 0.61873 -10.09 -1.10 1.03 -0.25
C -4.35465 0.22435 0.37928 -3.94 9.13 -0.60 -0.59
H -3.56299 -1.89638 -0.66732 1.10 -1.23 -0.65 0.57
H 3.10934 -0.54964 3.35788 -3.18 -3.16 -0.41 0.56
H 3.07299 -0.01856 -2.72075 1.06 -1.47 2.90 0.11
H 2.04537 -0.07538 1.46808 2.15 0.33 -2.02 0.37
H -5.39627 3.29879 0.01987 -1.19 2.57 0.82 0.43
H 6.15267 0.33332 0.30592 -0.97 0.66 0.24 0.33
H 3.92527 2.54485 3.56805 -2.09 -3.42 0.47 0.25
H 2.55424 1.33301 4.45126 -0.33 1.24 -0.28 0.30
H -3.42101 -1.27173 -2.67165 0.57 -0.39 4.23 0.31
H -3.59820 1.17221 -2.94079 0.18 -0.89 1.17 0.32
H 0.72497 -1.40423 0.53955 3.60 -4.24 4.63 0.32
H -1.17172 -0.52492 -1.92298 4.07 3.32 -6.37 0.18
H 5.41867 0.10794 -2.22579 -0.73 -0.17 2.13 0.30
H -4.37891 -0.52415 0.95440 -0.01 -5.39 4.83 0.79
H -5.29561 1.82539 1.48614 -1.54 0.39 3.40 0.43
H 4.49128 -0.03322 3.98320 -0.08 0.48 0.79 0.46
H 2.56014 1.82638 2.63838 -0.82 -0.09 0.47 0.33
```
Positions in Å, forces in eV/Å.

---

(3)
DFT (ωB97M-V/def2-TZVPD) results for C16H17N5NiO5S as an isolated structure at a distorted geometry.

## Properties
total charge	-2
HOMO energy	-1.004	eV
gap between HOMO and LUMO	0.2204	hartree
electronic energy	-3176.5392	a.u.

XYZ file:
```
45
Properties=species:S:1:pos:R:3:forces:R:3:mulliken_charge:R:1
Ni -0.30608 0.19694 0.22585 0.34 0.25 0.59 -0.32
S -0.14178 4.02934 -0.03365 0.97 0.07 0.24 -0.46
O 0.13772 0.69824 -1.93785 -0.20 0.07 0.16 -0.55
O 1.85142 0.96554 -3.33805 0.48 -0.12 0.01 -0.82
O 0.17322 0.89344 2.26385 -0.61 0.03 -0.54 -0.55
O 1.90502 1.47164 3.55015 0.43 -0.06 0.04 -0.81
O -4.24908 -0.98926 1.05245 -0.65 -0.41 0.35 -0.70
N -0.02748 -1.85326 0.08935 -0.04 0.70 -0.10 0.79
N -2.25768 0.07644 0.36085 1.85 0.20 -0.24 -0.13
N 1.63722 0.75454 0.13915 -0.31 -1.18 0.09 0.81
N -2.57668 3.20584 0.31355 -0.16 -0.50 0.03 -0.07
N -1.64298 2.69494 -1.75415 -0.28 -0.17 0.25 -0.52
C 3.68692 0.69834 1.32105 -0.03 0.15 0.06 -0.67
C -3.86288 2.67774 -0.06895 -0.15 -0.15 -0.23 -0.95
C 2.30562 0.83314 1.28325 -0.24 0.16 0.37 0.16
C -0.31688 -3.94976 -0.66235 -0.31 0.17 -0.58 -0.86
C 1.39212 1.09394 2.49485 0.09 -0.01 0.16 0.37
C 1.36332 0.75794 -2.22395 -0.05 -0.03 -0.32 0.25
C -0.49388 -2.60296 -0.94125 -0.09 -0.52 -0.27 0.38
C 0.99412 -2.25126 2.33525 -0.11 0.15 -0.15 -1.28
C 0.43102 -2.71066 1.03425 0.17 -0.55 0.26 0.43
C -1.13038 -1.99336 -2.14265 0.15 0.11 0.06 -1.21
C 4.37132 0.46314 0.13745 -0.17 0.01 0.00 -0.20
C -3.20978 -0.50416 0.73925 -0.06 0.08 -0.19 0.74
C -1.49078 3.18804 -0.49825 -0.58 0.89 -0.31 0.18
C 0.27192 -4.02066 0.60425 0.32 0.17 0.59 -0.81
C 3.66472 0.44654 -1.05645 -0.18 0.17 -0.09 -0.76
C 2.28862 0.62204 -1.01215 -0.20 0.06 -0.37 0.30
H 1.97552 -1.79236 2.20155 0.13 0.09 0.12 0.11
H 4.19072 0.77814 2.27295 -0.05 0.00 0.08 0.50
H 4.14542 0.31084 -2.01615 -0.08 0.05 0.00 0.47
H 0.33672 -1.50546 2.77845 0.06 0.07 0.19 0.22
H -0.75938 2.45224 -2.19715 -0.12 0.05 0.11 0.30
H -1.58698 -2.75816 -2.76935 -0.07 -0.11 -0.01 0.34
H -0.60698 -4.77406 -1.29235 -0.07 -0.10 -0.16 0.44
H 5.44672 0.31224 0.13795 -0.07 0.01 0.03 0.40
H -2.36208 3.23734 1.29825 0.12 0.16 -0.17 0.27
H -3.82908 1.60704 -0.29445 -0.03 0.17 0.01 0.21
H 0.54442 -4.90976 1.15155 0.05 -0.06 0.12 0.41
H -4.55998 2.82544 0.75335 -0.01 0.02 0.01 0.33
H -2.28158 1.91264 -1.82525 -0.02 -0.07 0.03 0.36
H -0.40238 -1.43796 -2.73125 -0.08 0.04 -0.14 0.09
H 1.10102 -3.09286 3.01795 0.02 -0.07 0.06 0.37
H -4.23198 3.22304 -0.94395 -0.03 -0.03 0.06 0.30
H -1.88828 -1.28056 -1.81735 -0.13 0.06 -0.18 0.13
```
Positions in Å, forces in eV/Å.

---

(4)
DFT (ωB97M-V/def2-TZVPD) results for a single C16H17N5O4 molecule.

## Properties
HOMO energy	-8.562	eV
gap between HOMO and LUMO	0.3185	hartree
ΔE to the lowest compared entry with this formula, charge and spin	0.74	kcal per mole
electronic energy	-1194.7138	a.u.
SMILES	O=C1NC(=O)N(Cc2ccco2)C(=O)/C1=C\NCCCn1ccnc1

XYZ file:
```
42
Properties=species:S:1:pos:R:3:forces:R:3:mulliken_charge:R:1
O 1.42574 -0.78028 0.81035 0.09 -0.20 0.02 -0.82
O 3.45723 1.90014 -2.22900 0.10 0.08 -0.21 -0.63
O 1.15496 3.91807 1.08911 -0.04 0.25 0.08 -0.68
O 0.58562 -0.64000 -2.51549 0.30 0.47 0.07 -0.29
N 2.41749 0.54666 -0.72261 0.17 -0.37 -0.08 0.01
N -4.71737 -1.98970 -0.35011 -0.61 -0.18 -0.08 -0.67
N 2.31826 2.86541 -0.53715 0.05 0.49 -0.08 -0.06
N -3.32134 -0.76538 0.84022 -0.16 -0.08 -0.29 0.19
N 0.02727 0.30916 2.76095 0.25 -0.20 -0.29 0.00
C 1.67224 0.36028 0.42441 -0.19 0.46 0.29 1.21
C 2.77785 1.77862 -1.23958 0.01 0.14 0.07 0.55
C 2.79543 -0.64657 -1.47332 -0.12 -0.01 -0.26 -1.02
C -4.60706 -1.13517 0.62661 -0.12 0.07 0.07 -0.11
C 1.58180 -1.36607 -1.96298 0.33 -0.91 0.16 0.63
C -0.38094 -1.50295 -2.87699 -0.39 -0.80 -0.09 -0.70
C 1.19761 1.54915 1.09642 -0.07 -0.11 0.06 -0.45
C 1.52124 2.87203 0.59704 -0.06 -0.25 0.03 0.41
C 0.35791 1.44817 2.18950 0.31 0.04 -0.15 -0.27
C -3.45208 -2.20010 -0.79852 0.27 0.08 0.06 -0.43
C -2.18384 -0.66221 3.01625 0.08 0.32 -0.03 -0.45
C -1.05229 0.12245 3.69012 -0.43 -0.22 0.29 -0.94
C -2.80652 0.11936 1.84721 0.25 0.01 0.42 -0.61
C 1.25549 -2.68895 -1.96733 0.34 0.67 0.01 -0.85
C -2.57000 -1.45391 -0.07356 0.17 -0.12 -0.19 -0.32
C -0.02480 -2.77703 -2.56811 -0.27 0.46 -0.22 -0.15
H -1.40763 1.09848 4.02992 0.09 -0.02 0.04 0.40
H -1.77213 -1.59751 2.62969 -0.04 -0.01 0.03 0.39
H -0.68798 -0.44109 4.55453 -0.07 0.16 -0.01 0.33
H 3.37045 -1.31596 -0.82928 -0.08 0.04 -0.14 0.30
H -0.59544 -3.66633 -2.73778 -0.19 -0.15 -0.08 0.47
H -1.26153 -1.09057 -3.32716 -0.09 0.16 -0.05 0.48
H -2.94623 -0.91257 3.75378 -0.01 -0.08 0.01 0.35
H -0.04053 2.36945 2.60243 -0.07 0.00 0.03 0.46
H -2.04490 0.75529 1.38261 -0.19 -0.03 0.02 0.28
H 2.57473 3.77012 -0.91645 -0.04 -0.19 0.06 0.24
H -1.50543 -1.35263 -0.13046 0.29 0.04 0.00 0.47
H 1.84823 -3.49517 -1.58829 0.18 -0.13 0.15 0.48
H -3.61936 0.75874 2.20023 0.10 -0.01 -0.07 0.29
H -5.42584 -0.74959 1.20112 -0.14 0.16 0.20 0.35
H 0.42557 -0.51909 2.30043 -0.04 0.21 0.09 0.28
H 3.41526 -0.30119 -2.30622 -0.07 -0.09 0.22 0.44
H -3.25784 -2.86868 -1.61222 0.14 -0.12 -0.17 0.43
```
Positions in Å, forces in eV/Å.